(1)
{"formula": "C25H65N4O6Ti", "method": "wB97M-V/def2-TZVPD", "species": ["Ti", "C", "C", "O", "O", "H", "H", "H", "C", "C", "N", "C", "C", "C", "C", "C", "O", "C", "H", "H", "H", "H", "H", "H", "H", "H", "H", "H", "H", "H", "H", "H", "H", "H", "H", "H", "H", "H", "C", "N", "C", "C", "C", "C", "O", "H", "H", "H", "H", "H", "H", "H", "H", "H", "H", "H", "H", "H", "H", "C", "N", "C", "C", "C", "C", "O", "H", "H", "H", "H", "H", "H", "H", "H", "H", "H", "H", "H", "H", "H", "C", "N", "C", "C", "C", "C", "O", "H", "H", "H", "H", "H", "H", "H", "H", "H", "H", "H", "H", "H", "H"], "coordinates": [[-5.998934, -20.742332, 1.855552], [-8.167103, -24.413954, 2.479820], [-7.565833, -23.013424, 2.208095], [-8.152159, -21.887888, 2.412143], [-6.330465, -22.997100, 1.976176], [-9.185096, -24.204959, 2.151002], [-8.157243, -24.673775, 3.538357], [-7.824271, -25.328118, 1.995181], [-3.478155, -25.343961, 2.887933], [-4.616744, -26.116871, 2.209635], [-4.671844, -27.705583, 2.550714], [-4.262771, -27.932420, 4.056561], [-6.247105, -27.981359, 2.361702], [-6.704954, -27.851410, 0.833690], [-3.859531, -28.593508, 1.624742], [-2.361773, -28.541769, 1.486070], [-1.741298, -29.182934, 2.507073], [-0.365306, -28.950890, 2.663476], [-2.803663, -25.924137, 3.517678], [-3.820914, -24.544193, 3.544416], [-2.841143, -24.837799, 2.162596], [-4.468893, -25.975803, 1.138956], [-5.586650, -25.682975, 2.452766], [-4.804559, -27.224776, 4.684098], [-3.173098, -27.958690, 4.061164], [-4.595795, -28.954507, 4.236964], [-6.722219, -27.210422, 2.968353], [-6.343023, -28.964946, 2.821525], [-6.503444, -28.787798, 0.313439], [-6.266935, -27.059412, 0.226258], [-7.779044, -27.668562, 0.865211], [-4.251015, -28.432369, 0.620315], [-4.218510, -29.547258, 2.011531], [-2.071810, -27.493041, 1.550882], [-2.076988, -29.019882, 0.548834], [-0.118847, -27.903770, 2.839218], [0.171958, -29.352591, 1.804353], [0.029066, -29.468761, 3.537762], [-7.215339, -24.894707, -2.893656], [-6.660422, -23.482963, -2.473890], [-7.629808, -22.726975, -1.518907], [-5.304220, -23.618061, -1.648514], [-6.334415, -22.586984, -3.752703], [-7.469813, -22.350278, -4.806333], [-8.327650, -21.373069, -4.317567], [-8.184636, -24.726493, -3.362976], [-7.288422, -25.626080, -2.088761], [-6.403279, -25.296674, -3.499528], [-7.222992, -21.766463, -1.202670], [-7.566805, -23.442999, -0.699478], [-8.572827, -22.594909, -2.049345], [-4.641372, -24.077593, -2.381703], [-5.639648, -24.229298, -0.810679], [-4.902648, -22.711368, -1.196003], [-5.542201, -23.196101, -4.187970], [-6.001942, -21.660914, -3.283716], [-7.892013, -23.344862, -4.950061], [-6.990226, -22.083431, -5.748076], [-8.469736, -20.608702, -4.880735], [-12.994989, -23.241547, 0.207873], [-12.838329, -22.439386, 1.536512], [-12.675876, -20.901143, 1.202740], [-14.134557, -22.590658, 2.425686], [-11.557154, -22.908458, 2.297472], [-11.369707, -22.227372, 3.636096], [-10.444819, -21.183067, 3.556957], [-12.881732, -24.297382, 0.453800], [-12.244264, -23.051734, -0.559259], [-13.949658, -22.878589, -0.172881], [-11.731034, -20.749628, 0.680805], [-12.615457, -20.317410, 2.121272], [-13.495000, -20.641000, 0.532319], [-14.230808, -21.725639, 3.081867], [-14.127189, -23.504257, 3.020152], [-14.978448, -22.730549, 1.750129], [-10.728639, -22.726296, 1.613009], [-11.629123, -23.990481, 2.407687], [-11.032546, -23.001555, 4.325356], [-12.317245, -21.772852, 3.925375], [-9.635457, -21.439309, 3.108766], [-12.730014, -27.837235, 4.738853], [-11.584996, -27.277617, 5.416720], [-11.256566, -25.854306, 4.882982], [-11.965908, -27.001207, 6.938393], [-10.408430, -28.282318, 5.543837], [-9.498101, -28.407795, 4.284925], [-10.075395, -28.909065, 3.159867], [-12.506682, -27.925714, 3.675651], [-13.597984, -27.200099, 4.908511], [-12.896648, -28.798424, 5.225130], [-11.019910, -26.000214, 3.829036], [-10.362839, -25.470697, 5.375118], [-12.040442, -25.111919, 5.032953], [-11.154199, -26.358210, 7.278677], [-12.007505, -27.978357, 7.419586], [-12.924743, -26.495945, 7.054348], [-10.778823, -29.266450, 5.830889], [-9.862821, -27.895470, 6.404520], [-8.531685, -28.846893, 4.532555], [-9.087779, -27.432822, 4.021914], [-10.512034, -29.685736, 3.517250]], "atomic_forces_ev_per_a": [[-0.870, -1.274, 0.427], [-1.390, 1.622, -0.566], [0.992, 0.077, 1.371], [0.394, -1.358, -0.764], [1.335, 0.799, -0.938], [-0.431, -0.974, 0.334], [-0.106, 0.411, 0.541], [0.433, 0.696, -0.603], [0.387, 0.304, 0.377], [1.183, -0.721, 0.342], [-0.821, 3.237, 0.406], [-0.689, -0.771, -2.320], [2.122, 0.306, -1.343], [0.240, -0.913, 1.606], [-1.588, -0.564, 0.001], [-0.065, 1.175, 0.339], [-0.144, -1.211, 2.377], [0.854, -0.229, -0.071], [-0.121, -0.229, -0.189], [-0.402, -0.127, -0.024], [-0.054, -0.195, -0.171], [-0.223, -0.663, -0.044], [0.163, -0.289, 0.170], [0.415, 0.041, -0.087], [-0.223, 0.402, 0.411], [-0.023, 0.045, 0.306], [-0.024, -0.232, 0.129], [-0.560, -0.051, -0.435], [-0.210, -0.002, 0.039], [0.223, 0.205, 0.545], [-0.093, -0.150, -0.090], [-0.246, -0.028, 0.152], [0.479, -0.567, -0.566], [0.239, 0.465, -0.804], [-0.173, 0.364, -0.480], [-0.173, 0.308, -0.352], [0.176, 0.244, -0.164], [-0.516, -0.251, -0.007], [1.349, 1.488, 0.492], [0.145, 1.642, 0.384], [1.045, -1.593, -0.994], [-2.079, -0.823, -1.177], [-0.414, -1.197, 0.607], [1.651, -0.370, 1.127], [-0.785, -0.143, 0.666], [0.348, -0.235, -0.159], [-0.233, 0.679, 0.565], [-0.485, 0.056, -0.687], [0.199, -0.103, -0.317], [-1.152, 0.444, 0.442], [-0.044, -0.192, 0.430], [0.324, -0.141, 0.632], [0.563, -0.452, -0.105], [-0.411, 0.371, -0.704], [0.235, 0.528, -0.301], [0.222, -0.009, -0.404], [-0.805, 0.219, -0.255], [0.102, 0.091, 0.046], [0.200, -0.216, -0.398], [-0.101, 0.824, 1.219], [0.518, 0.844, 0.160], [0.084, -1.510, -0.072], [0.871, -0.377, -1.047], [-1.320, 0.006, -0.948], [0.642, 0.442, -0.812], [-1.052, 0.858, 0.538], [-0.676, 0.018, 0.017], [0.343, 0.598, 0.520], [-0.073, -0.718, -0.128], [-0.042, -0.335, -0.031], [-0.353, -0.212, -0.051], [-0.069, 0.142, 0.346], [-0.055, -0.091, -0.336], [0.594, 0.002, -0.050], [0.056, 0.552, -0.010], [-0.003, 0.156, 0.036], [-0.304, -0.138, -0.120], [-0.193, 0.017, 0.452], [0.124, -0.282, 0.568], [0.629, -0.514, -0.200], [-0.682, -0.546, -0.337], [0.314, 1.963, 2.888], [0.984, -1.523, -0.394], [0.466, -0.478, -1.283], [0.721, 0.965, -1.041], [1.199, 2.364, 1.621], [-1.057, -0.912, -0.285], [-0.143, -0.181, 0.080], [0.053, -0.028, -0.155], [-0.339, -0.128, -0.412], [-0.090, 0.287, -0.161], [0.124, -0.253, 0.104], [-0.477, -0.630, 0.132], [-0.179, -0.306, 0.394], [0.104, 0.221, 0.169], [0.078, -0.022, -0.465], [-0.563, 0.172, -0.040], [0.437, -0.123, -0.266], [-0.198, -1.034, 0.605], [-0.487, 0.699, -0.022], [-0.355, -0.733, -0.927]], "homo_lumo_gap_ev": [2.84, 9.57], "homo_energy_ev": [-8.74, -15.97], "total_energy_ha": -2510.19097, "spin_multiplicity": 5, "charge": 3}

***

(2)
{"formula": "C25H65O28S8V", "method": "wB97M-V/def2-TZVPD", "species": ["O", "V", "O", "C", "O", "O", "H", "O", "S", "O", "O", "C", "C", "C", "H", "H", "H", "H", "H", "H", "H", "H", "O", "S", "O", "O", "C", "C", "C", "H", "H", "H", "H", "H", "H", "H", "H", "O", "S", "O", "O", "C", "C", "C", "H", "H", "H", "H", "H", "H", "H", "H", "O", "S", "O", "O", "C", "C", "C", "H", "H", "H", "H", "H", "H", "H", "H", "O", "S", "O", "O", "C", "C", "C", "H", "H", "H", "H", "H", "H", "H", "H", "O", "S", "O", "O", "C", "C", "C", "H", "H", "H", "H", "H", "H", "H", "H", "O", "S", "O", "O", "C", "C", "C", "H", "H", "H", "H", "H", "H", "H", "H", "O", "S", "O", "O", "C", "C", "C", "H", "H", "H", "H", "H", "H", "H", "H"], "coordinates": [[2.978835, -0.276390, 19.864763], [4.333320, -0.548103, 20.681351], [3.674261, -2.491411, 24.236336], [3.865125, -1.829979, 23.084330], [4.882017, -1.242819, 22.715380], [3.019399, -1.858205, 22.200952], [2.761005, -2.762448, 24.117561], [5.384748, -5.321237, 23.315636], [5.839769, -5.166963, 24.664304], [4.882336, -5.134103, 25.762998], [6.981534, -6.359400, 25.026112], [7.591249, -6.334020, 26.279084], [8.232126, -7.684461, 26.659550], [6.916563, -3.651033, 24.656867], [6.880463, -6.140145, 27.082387], [8.311795, -5.523688, 26.389897], [7.749927, -8.446526, 26.047303], [8.110237, -7.959567, 27.707197], [9.279773, -7.704798, 26.359358], [6.372236, -2.738607, 24.413353], [7.645890, -3.829259, 23.866659], [7.440639, -3.604681, 25.611479], [8.073541, -2.557128, 20.286960], [7.980627, -1.127595, 20.716279], [6.671549, -0.464250, 20.629785], [8.499138, -1.008453, 22.307580], [8.329013, 0.142388, 23.068942], [9.403448, 0.244455, 24.219538], [9.315841, -0.114396, 19.953070], [7.297686, 0.189639, 23.418558], [8.426021, 0.946319, 22.339286], [9.352177, -0.345854, 25.134417], [9.396567, 1.290740, 24.525035], [10.361250, 0.020284, 23.750002], [10.309383, -0.366178, 20.323985], [9.161149, 0.964171, 19.982585], [9.503319, -0.355784, 18.906802], [3.980405, 2.491471, 24.093635], [2.776627, 1.928132, 23.431605], [2.903276, 1.135204, 22.227438], [1.889879, 1.094044, 24.603380], [1.826082, 1.673344, 25.918194], [2.482620, 0.676113, 26.900666], [1.704751, 3.334486, 23.137665], [0.812320, 1.792832, 26.300429], [2.374986, 2.612443, 25.988218], [3.520013, 0.495743, 26.618932], [2.053117, -0.325525, 26.881857], [2.446657, 1.041213, 27.927077], [0.772570, 2.896511, 22.780845], [2.103859, 4.087622, 22.458249], [1.434435, 3.819368, 24.075707], [-0.432987, -8.956234, 21.220136], [0.893236, -8.365860, 20.949645], [1.215301, -7.986590, 19.592087], [1.145194, -7.080581, 22.023189], [0.764783, -7.242479, 23.413441], [1.789866, -6.412596, 24.176239], [2.152878, -9.702702, 21.407353], [0.599698, -8.302202, 23.607948], [-0.242703, -6.847781, 23.544956], [2.659040, -7.015017, 24.440276], [1.544913, -6.040309, 25.170979], [2.019881, -5.548791, 23.552520], [3.132652, -9.249842, 21.255485], [1.944813, -10.561205, 20.768776], [1.822718, -10.001590, 22.402218], [8.032939, -1.267868, 27.348643], [6.801099, -1.175364, 28.205253], [6.825981, -1.664001, 29.607321], [6.257334, 0.333479, 28.086411], [6.318698, 0.902977, 26.723345], [5.757202, 2.233845, 26.912145], [5.459355, -2.072819, 27.343404], [5.686354, 0.314025, 26.058983], [7.340217, 0.894446, 26.343171], [5.696045, 2.721072, 25.939014], [6.471431, 2.831412, 27.478620], [4.820604, 2.184959, 27.467569], [4.522316, -1.804420, 27.831288], [5.598953, -3.149666, 27.438251], [5.374823, -1.697688, 26.323484], [-0.697781, -3.789040, 26.055764], [-0.316520, -3.106218, 24.805040], [1.077380, -2.910759, 24.440549], [-0.915877, -3.900428, 23.496536], [-0.643735, -3.386052, 22.176243], [-1.318955, -4.367113, 21.126383], [-1.307679, -1.483312, 24.711296], [0.409687, -3.226804, 21.945966], [-1.036100, -2.378845, 22.035934], [-0.945330, -5.391063, 21.120365], [-1.248241, -3.945181, 20.123854], [-2.350988, -4.511911, 21.445842], [-1.243089, -1.007616, 23.732708], [-0.975380, -0.799100, 25.492013], [-2.356850, -1.726103, 24.879836], [4.779458, -2.506720, 19.666194], [4.534017, -3.836963, 19.124180], [4.083544, -4.110196, 17.753136], [5.887667, -4.825335, 19.482038], [5.813350, -6.196192, 19.288849], [5.864472, -6.946885, 20.590335], [3.373456, -4.812481, 20.267997], [6.620491, -6.477005, 18.612275], [4.916468, -6.403689, 18.705201], [6.602568, -6.451512, 21.221148], [6.231521, -7.973192, 20.597920], [4.931096, -6.989888, 21.151642], [3.013347, -5.689868, 19.730783], [2.551538, -4.115137, 20.430040], [3.863372, -4.890947, 21.238532], [1.711143, -2.109657, 29.083398], [2.291503, -3.452087, 29.271439], [3.597419, -3.494009, 29.998539], [1.159932, -4.452706, 30.026625], [-0.234775, -4.411372, 29.651779], [-0.970484, -5.100911, 30.806296], [2.471021, -4.356856, 27.663390], [-0.453574, -4.975633, 28.745230], [-0.637326, -3.412553, 29.483254], [-0.637564, -6.126351, 30.966687], [-2.020535, -5.233350, 30.545623], [-1.009061, -4.508468, 31.720427], [1.516199, -4.839417, 27.454709], [3.244482, -5.111427, 27.806450], [2.775812, -3.658650, 26.883828]], "atomic_forces_ev_per_a": [[3.731, -0.185, 1.449], [-3.806, -2.801, 1.138], [1.513, 1.499, -1.175], [-0.229, -1.138, 0.024], [4.450, 2.128, 0.636], [-3.575, -0.264, -2.741], [-1.050, -0.620, 0.673], [0.165, -0.730, 0.358], [1.159, 0.983, 1.723], [1.099, -0.108, -1.231], [-1.873, 1.233, -2.277], [0.402, -0.066, 2.947], [-0.010, 0.074, -1.396], [-0.049, -1.309, 0.034], [-0.560, 0.150, -0.263], [0.241, 0.042, -0.486], [-0.129, -0.163, 0.150], [0.056, 0.322, -0.098], [0.049, -0.034, 0.263], [-0.339, -0.336, 0.210], [-0.053, -0.124, -0.016], [-0.204, 0.223, 0.001], [-0.180, 4.555, 1.507], [1.648, -2.710, 1.118], [0.077, 0.245, -0.344], [-0.406, -3.182, -2.981], [-0.224, 1.488, 1.115], [-0.323, 0.324, -1.454], [0.159, -0.174, -0.859], [-0.039, -0.103, 0.298], [0.334, 0.742, 0.540], [-0.758, -0.370, -0.352], [0.143, 0.055, -0.007], [0.142, 0.177, 0.095], [-0.427, -0.197, 1.004], [-0.393, -0.190, 0.457], [-1.007, -0.323, -0.232], [-2.167, -1.727, -1.535], [1.370, 2.092, 3.181], [-0.020, -0.087, 0.851], [0.838, 0.801, -2.735], [1.088, -0.958, 1.946], [0.362, -0.097, -0.553], [-0.947, -0.639, 0.063], [-0.325, 0.220, -0.925], [-0.134, 0.058, -0.286], [0.128, 0.319, 0.048], [-0.524, 0.163, -0.040], [-0.034, 0.065, -0.053], [0.031, 0.148, -0.405], [0.279, -0.469, -0.065], [0.482, -0.189, 0.182], [2.318, 1.496, -0.146], [-1.218, -2.161, 0.655], [-0.064, 0.874, 1.455], [0.129, -1.662, -2.349], [-0.940, 0.322, 0.108], [0.333, -0.760, 0.551], [-1.675, 1.489, 0.040], [0.759, -0.069, 0.450], [-0.024, 0.374, -0.239], [0.429, 0.136, -0.718], [-0.949, 0.017, -0.145], [0.323, -0.101, 0.103], [-0.051, -0.347, 0.388], [0.017, 0.403, -0.353], [0.735, 0.183, 0.210], [-2.670, 0.179, 1.954], [1.490, -2.174, 0.137], [-0.008, 1.943, -3.426], [0.676, -1.106, -0.047], [0.027, -1.124, 0.505], [0.414, 1.718, -0.044], [0.066, 0.800, 0.570], [0.041, -0.221, -0.006], [-0.022, -0.065, 0.238], [-0.538, 0.056, 0.042], [-0.136, 0.071, 0.254], [-0.043, 0.204, -0.344], [0.115, 0.004, 0.349], [0.240, 0.174, -0.174], [0.329, -0.406, -0.025], [0.884, 1.189, -3.036], [-1.235, 0.112, -0.267], [-1.090, 0.197, 0.991], [0.059, 0.386, 1.628], [-0.220, -0.669, -1.838], [0.124, 0.571, 1.532], [0.462, -1.028, 0.148], [0.324, -0.605, 0.557], [-0.606, -0.063, 0.275], [0.667, 0.236, 0.120], [-0.116, 0.024, 0.124], [-0.214, 0.397, -0.332], [0.454, -0.267, 0.051], [0.259, -0.279, -0.021], [0.172, -0.356, 0.140], [0.471, 0.267, -0.282], [-1.065, -5.643, 0.260], [1.320, 1.593, 2.404], [-0.830, 4.867, -0.005], [-0.849, -2.010, -1.407], [0.484, -0.088, 1.164], [0.174, 2.447, -0.656], [0.246, 0.078, 0.186], [-0.178, -0.343, 0.022], [-0.141, 0.226, 0.178], [-0.056, -0.081, -0.895], [-0.078, 0.341, -0.142], [0.375, -0.018, 0.245], [-0.253, -0.064, -0.161], [0.224, -0.519, -0.279], [0.504, -2.308, -0.065], [1.036, 0.619, 0.952], [-3.648, -0.527, -1.670], [1.897, 1.478, -0.882], [-0.798, -0.511, 0.728], [-0.683, 0.106, -0.360], [-0.041, 0.348, 1.087], [0.542, -0.103, -0.224], [0.506, 0.231, 0.210], [0.456, 0.239, 0.205], [-0.146, 0.184, -0.343], [0.529, -0.139, 0.017], [0.015, 0.259, -0.103], [-0.060, 0.135, 0.108], [-0.143, 0.033, 0.143]], "homo_lumo_gap_ev": [7.52, 8.17], "homo_energy_ev": [-12.57, -12.57], "e_above_lowest_kj_mol": 780.3, "total_energy_ha": -7227.33239, "spin_multiplicity": 2, "charge": 1}